116
Properties=species:S:1:pos:R:3:forces:R:3:mulliken_charge:R:1 method="wB97M-V/def2-TZVPD" smiles="CCCCCCCCCCCCC1=C([PH2]=S)C(=O)OC1=O.COP(=O)(OC)OC.COP(=O)(OC)OC.COP(=O)(OC)OC.COP(=O)(OC)OC" max_force_ev_per_a=9.0 lumo_energy_ev=-2.677 mol_weight_g_mol=890.730 homo_ev=-8.5 gap_ev=5.8 de_lowest_kcal_mol=0.0
C -5.5739 -0.4373 -0.9388 0.07 -0.03 0.78 -0.59
C -5.2463 -0.4450 0.6010 -0.07 1.08 -0.13 -0.44
C -4.6566 0.9391 1.0823 1.03 -1.52 0.24 -0.69
C -3.4686 0.6369 2.0646 -0.19 1.11 -0.02 -0.20
C -2.8430 1.9733 2.6208 -0.07 -0.53 -0.23 -1.11
C -1.2651 1.9305 2.6549 -0.78 0.63 0.69 0.75
C -0.7503 2.0068 4.1391 -0.25 -0.85 -0.54 -0.95
C 0.5676 1.2170 4.3805 -0.04 0.95 0.43 -0.81
C 1.8526 2.0103 3.9538 -0.25 -1.12 -0.22 -0.74
C 2.1772 1.7391 2.4437 -0.14 0.84 1.10 1.03
C 3.6078 2.2544 2.0158 -1.16 -1.82 0.45 -0.59
C 4.2259 1.1535 1.1028 1.16 0.78 -0.51 0.00
C 4.1450 1.3648 -0.4023 0.02 -0.28 -0.17 0.04
C 3.3760 2.1071 -1.2289 0.84 -0.99 1.52 0.59
P 2.0209 3.2689 -0.7358 -0.27 1.27 -3.05 0.43
S 1.3608 4.1310 -2.3667 -0.17 -0.05 0.37 -0.38
C 3.8358 1.7515 -2.6518 0.31 -0.29 2.82 0.38
O 3.4068 2.0986 -3.6549 -1.26 1.08 -3.31 -0.39
O 4.9008 0.8471 -2.6079 -0.18 0.05 1.21 -0.35
C 5.1080 0.5332 -1.2822 -2.24 2.13 -0.25 -0.13
O 5.8708 -0.2512 -0.8986 1.96 -1.89 0.69 -0.48
H -4.9501 -1.2026 -1.4317 -0.62 0.28 -0.06 0.02
H -6.6575 -0.6022 -1.0868 0.65 -0.15 -0.24 0.35
H -5.3202 0.5393 -1.3984 -0.15 -0.54 0.29 0.08
H -4.5083 -1.2319 0.8560 -0.39 0.36 -0.31 0.30
H -6.1452 -0.6482 1.2165 0.38 -0.06 -0.44 0.30
H -4.1904 1.4524 0.2170 -0.50 -0.02 0.43 0.35
H -5.4261 1.5731 1.5588 0.39 -0.19 -0.29 0.28
H -2.6585 0.1273 1.5012 -0.65 0.03 0.20 0.01
H -3.8135 -0.0373 2.8781 0.27 0.38 -0.39 0.30
H -3.2467 2.1896 3.6330 0.29 -0.12 -0.52 0.44
H -3.2119 2.8003 1.9774 0.38 -0.42 0.27 0.47
H -0.9226 2.7967 2.0527 0.19 -0.52 0.31 0.08
H -0.8958 0.9946 2.1886 -0.19 0.51 0.17 -0.38
H -1.5443 1.5354 4.7603 0.47 0.24 -0.29 0.53
H -0.6769 3.0563 4.4901 0.11 -0.52 -0.21 0.23
H 0.6000 0.9786 5.4668 0.21 0.21 -0.59 0.39
H 0.5484 0.2400 3.8568 -0.09 0.47 0.16 0.18
H 2.6790 1.5846 4.5652 -0.23 0.60 -0.35 0.41
H 1.7212 3.0927 4.1512 0.22 -0.55 0.03 0.31
H 1.3596 2.2186 1.8774 0.42 -0.41 0.02 -0.72
H 2.0984 0.6367 2.3359 0.10 0.66 -0.28 -0.23
H 4.2035 2.2723 2.9490 -0.11 0.24 -0.61 0.13
H 3.5856 3.2578 1.5667 0.20 -0.45 0.22 0.35
H 5.3115 1.1018 1.3494 -0.55 -0.12 -0.37 0.21
H 3.8442 0.1347 1.3278 0.07 0.63 -0.07 0.07
H 2.5541 4.3270 0.0540 -0.03 -1.04 0.46 0.11
H 0.9249 2.6201 -0.1231 0.82 -0.21 0.53 0.04
C -6.6801 2.8300 -4.5486 -0.37 0.12 -0.16 -0.75
O -5.8948 1.6639 -4.2812 1.37 1.52 2.68 -0.26
P -4.2189 1.8470 -4.3840 1.63 -4.06 -6.96 0.97
O -4.1785 2.2644 -5.8363 -0.30 0.82 1.17 -0.69
O -4.0210 0.2464 -4.1799 0.31 0.50 0.47 -0.10
C -4.6147 -0.6542 -5.1088 -0.54 -0.28 -0.01 -0.71
O -2.6151 2.1334 -4.0052 -2.16 1.18 3.05 -0.27
C -1.6321 1.7012 -4.9358 0.28 -0.09 -0.60 -0.49
H -7.6456 2.7110 -4.0573 0.10 -0.08 0.08 0.24
H -6.1971 3.7279 -4.1666 -0.11 0.05 -0.11 0.32
H -6.8394 2.9246 -5.6223 0.18 0.02 0.02 0.28
H -4.7280 -0.2009 -6.0956 0.03 0.14 0.10 0.37
H -5.5882 -0.9795 -4.7407 0.01 -0.02 -0.06 0.25
H -3.9654 -1.5255 -5.1940 0.06 0.08 0.15 0.21
H -1.5407 2.4255 -5.7442 -0.16 -0.07 -0.02 0.23
H -1.8617 0.7154 -5.3411 -0.11 0.06 0.02 0.25
H -0.6786 1.6508 -4.4086 -0.18 0.09 0.24 0.17
C 7.8736 3.4330 7.7196 0.17 0.01 0.42 -0.68
O 7.6613 4.2289 6.5479 -2.87 -1.68 -0.68 -0.34
P 7.6639 3.4106 5.0724 7.27 2.55 -3.02 1.09
O 9.0760 2.8812 5.1676 -1.22 -0.61 0.59 -0.65
O 7.5884 4.8226 4.2720 -0.58 -0.49 -0.10 -0.28
C 8.6220 5.7835 4.4609 0.06 0.45 0.38 -0.68
O 7.1880 2.5674 3.7053 -3.12 -0.05 2.40 -0.31
C 8.0947 2.4995 2.6142 0.61 -0.06 -0.20 -0.46
H 7.4431 3.9585 8.5713 -0.08 0.04 -0.13 0.25
H 7.3969 2.4587 7.6271 0.10 -0.02 0.11 0.31
H 8.9430 3.3068 7.8860 -0.03 -0.08 -0.16 0.27
H 9.5689 5.3115 4.7290 -0.11 -0.12 0.03 0.34
H 8.3329 6.4919 5.2378 0.07 -0.01 0.01 0.26
H 8.7521 6.3254 3.5244 -0.14 -0.11 -0.04 0.24
H 8.8396 1.7263 2.7987 0.04 0.12 0.10 0.27
H 8.5846 3.4561 2.4340 -0.03 -0.01 0.10 0.27
H 7.5220 2.2248 1.7270 -0.20 0.05 0.17 0.13
C -0.7510 -5.4099 1.4484 -0.03 -0.43 -0.01 -0.69
O 0.3001 -4.4713 1.7049 -2.28 1.86 1.90 -0.36
P 0.1563 -2.9549 0.9656 6.35 -1.56 -6.25 1.14
O 0.1791 -3.5390 -0.4376 -1.35 -0.01 0.65 -0.68
O 1.6489 -2.5736 1.4992 -0.48 0.53 0.35 -0.29
C 2.7415 -3.4308 1.1807 0.25 -0.48 0.34 -0.74
O -0.0549 -1.3710 0.4362 -2.36 0.18 3.24 -0.21
C 0.7281 -0.9397 -0.6640 0.26 -0.12 -0.53 -0.55
H -0.7719 -6.1301 2.2655 0.05 0.14 0.06 0.25
H -1.7182 -4.9132 1.3895 -0.02 -0.14 -0.08 0.31
H -0.5495 -5.9379 0.5172 -0.02 0.17 -0.06 0.26
H 2.5732 -3.9698 0.2466 -0.16 0.05 0.03 0.34
H 2.9035 -4.1428 1.9902 0.03 -0.03 -0.07 0.27
H 3.6340 -2.8132 1.0743 -0.12 0.13 0.05 0.24
H 0.2831 -1.2841 -1.5965 0.06 -0.13 0.07 0.31
H 1.7597 -1.2877 -0.5915 -0.05 -0.07 0.03 0.26
H 0.7253 0.1509 -0.6648 -0.14 0.03 0.26 0.08
C -7.2064 -6.8850 -4.2327 -0.41 0.02 -0.13 -0.67
O -5.8725 -6.9958 -4.7407 0.94 -1.67 2.78 -0.33
P -4.6632 -6.2227 -3.8519 1.70 6.33 -4.91 0.97
O -5.2253 -4.8245 -3.9745 -0.40 -1.03 0.92 -0.53
O -3.5763 -6.5682 -5.0094 0.09 -0.25 0.66 -0.31
C -3.7935 -6.0870 -6.3308 -0.26 -0.24 -0.45 -0.62
O -3.4463 -5.8952 -2.7506 -1.61 -3.45 1.03 -0.42
C -2.6627 -4.7299 -2.9743 0.17 0.72 -0.14 -0.17
H -7.7869 -7.7253 -4.6126 0.15 -0.05 0.01 0.24
H -7.2182 -6.9101 -3.1443 -0.14 0.06 -0.04 0.31
H -7.6555 -5.9572 -4.5857 0.13 0.06 0.10 0.26
H -4.3821 -5.1677 -6.3349 -0.03 -0.06 0.14 0.31
H -4.2998 -6.8486 -6.9249 -0.03 0.06 -0.02 0.26
H -2.8209 -5.8837 -6.7785 0.05 -0.07 0.16 0.24
H -3.1958 -3.8507 -2.6136 -0.09 -0.04 -0.15 0.07
H -2.4093 -4.6068 -4.0272 -0.11 -0.05 0.01 0.24
H -1.7387 -4.8289 -2.4031 -0.12 -0.28 0.06 0.13